Record 1
Density functional theory data (the ωB97M-V functional and the def2-TZVPD basis) for 6 unconnected molecules or ions with the total composition C62H68BNO25.

Geometry (Å):
C1 2.14772 -2.08563 1.96474
C2 2.51254 -0.65122 1.67382
O1 1.78094 -0.15002 0.52425
B1 2.15607 1.11788 0.14375
O2 2.07048 2.19298 0.98526
C3 2.72652 1.29418 -1.32966
C4 4.05404 0.52318 -1.39183
O3 5.09941 0.92508 -0.97653
N1 3.86140 -0.72802 -2.01987
C5 2.72346 -0.57724 -2.97971
C6 3.32410 -0.38721 -4.36151
C7 4.31671 -1.48845 -4.75437
C8 3.91338 -2.87256 -4.31624
C9 2.68333 -3.44055 -4.64255
C10 2.36216 -4.72160 -4.21894
C11 3.25465 -5.47947 -3.46861
C12 4.48836 -4.92442 -3.15408
C13 4.80679 -3.63781 -3.57070
C14 1.90224 0.61818 -2.42758
C15 1.07378 1.46757 -3.41652
C16 1.67103 2.78561 -3.86751
O4 0.64046 3.65409 -4.31579
C17 0.01282 4.34520 -3.23786
C18 -1.49325 4.28361 -3.44676
O5 -2.17676 4.25320 -2.19135
C19 -2.88487 3.09032 -1.97939
C20 -2.39468 2.13453 -1.13837
C21 -3.06680 0.93270 -0.94299
C22 -4.26095 0.66747 -1.58584
C23 -4.96176 -0.69340 -1.39459
C24 -3.85061 -1.77931 -1.37489
C25 -5.80776 -1.01851 -2.63026
C26 -5.69957 -0.79160 -0.03610
C27 -7.20740 -0.51975 0.02439
C28 -7.63199 0.79243 -0.65599
C29 -7.52840 -0.34191 1.52839
C30 -8.06685 -1.71908 -0.44270
C31 -4.73749 1.65551 -2.41288
C32 -4.06379 2.85790 -2.60767
H1 1.09894 -2.31860 1.79476
H2 2.75286 -2.77168 1.37825
H3 2.35926 -2.29399 3.01056
H4 2.33007 -0.01237 2.53139
H5 3.57632 -0.60671 1.44478
H6 2.43925 2.93105 0.49046
H7 3.05144 2.32495 -1.48239
H8 3.50754 -1.32142 -1.26666
H9 2.18520 -1.51256 -2.90851
H10 3.80724 0.59049 -4.37980
H11 2.51692 -0.32735 -5.09242
H12 4.44437 -1.48046 -5.83482
H13 5.26134 -1.25501 -4.27662
H14 1.97159 -2.88335 -5.23475
H15 1.41297 -5.16767 -4.47935
H16 2.99277 -6.47454 -3.15419
H17 5.19375 -5.50192 -2.57432
H18 5.77930 -3.24999 -3.30588
H19 1.11824 0.10275 -1.86921
H20 0.91014 0.85182 -4.29617
H21 0.09543 1.61722 -2.97043
H22 2.34388 2.64274 -4.70821
H23 2.23681 3.30080 -3.09119
H24 0.29244 3.91077 -2.28069
H25 0.35094 5.37783 -3.31361
H26 -1.69308 3.39206 -4.03258
H27 -1.82253 5.13012 -4.04640
H28 -1.44974 2.35372 -0.66065
H29 -2.60584 0.21160 -0.28395
H30 -3.05483 -1.55737 -2.07548
H31 -3.44384 -1.88683 -0.37246
H32 -4.31131 -2.73745 -1.60516
H33 -5.12634 -1.14979 -3.46999
H34 -6.47599 -0.22056 -2.91606
H35 -6.35849 -1.94384 -2.50957
H36 -5.21872 -0.12585 0.67077
H37 -5.53320 -1.79813 0.34722
H38 -8.51155 1.16330 -0.13403
H39 -6.86982 1.56475 -0.59753
H40 -7.96195 0.63209 -1.67638
H41 -6.88763 0.40895 1.98552
H42 -8.57640 -0.09425 1.65910
H43 -7.35502 -1.28104 2.05145
H44 -8.73072 -1.42503 -1.24962
H45 -7.42985 -2.52487 -0.79076
H46 -8.65423 -2.11729 0.37570
H47 -5.65258 1.51683 -2.96436
H48 -4.47340 3.58124 -3.29400
O6 4.17109 0.18570 4.27939
C33 5.35700 0.04766 4.03372
C34 5.87770 0.14855 2.69316
C35 7.17830 -0.04627 2.45471
O7 7.64981 0.02402 1.22273
C36 8.14666 -0.36459 3.55988
O8 9.31263 -0.54581 3.26593
C37 7.62700 -0.43767 4.92175
C38 6.31833 -0.24643 5.15185
O9 5.77505 -0.30366 6.36317
H49 5.18435 0.37665 1.89743
H50 8.60923 -0.14651 1.25769
H51 8.32827 -0.65268 5.71539
H52 4.82205 -0.13151 6.24033
O10 -6.05770 -3.35584 2.43255
C39 -4.84455 -3.33928 2.34379
C40 -4.12532 -3.02306 1.12238
C41 -2.78588 -3.04507 1.11470
O11 -2.06454 -2.76269 0.03571
C42 -1.99048 -3.39526 2.34314
O12 -0.77568 -3.41694 2.24156
C43 -2.70685 -3.69120 3.57036
C44 -4.04829 -3.66562 3.57942
O13 -4.76929 -3.92472 4.65827
H53 -4.70705 -2.77543 0.24578
H54 -1.12864 -2.84849 0.30162
H55 -2.12590 -3.92755 4.45081
H56 -5.70407 -3.83905 4.38807
O14 1.15438 2.92823 3.77207
C45 0.43591 2.38035 4.58217
C46 0.35669 2.75275 5.98646
C47 -0.46328 2.08188 6.80566
O15 -0.58960 2.36201 8.09835
C48 -1.31671 0.94428 6.31694
O16 -2.02399 0.37560 7.13042
C49 -1.25663 0.59224 4.91251
C50 -0.43634 1.26020 4.08945
O17 -0.33464 0.99464 2.79636
H57 0.97417 3.57219 6.32616
H58 -1.24251 1.72597 8.44891
H59 -1.88898 -0.21108 4.57158
H60 0.33152 1.61658 2.43156
O18 -4.94212 3.20015 0.47813
C51 -5.37351 3.55004 1.56071
C52 -6.12362 4.77288 1.78856
C53 -6.54962 5.06596 3.02453
O19 -7.24439 6.16033 3.31230
C54 -6.27054 4.16521 4.19796
O20 -6.67952 4.51598 5.28933
C55 -5.53172 2.93598 3.96629
C56 -5.10743 2.64485 2.72923
O21 -4.41470 1.55386 2.42924
H61 -6.31919 5.41150 0.93875
H62 -7.41927 6.12385 4.27242
H63 -5.34398 2.29137 4.81329
H64 -4.22388 1.61512 1.46918
O22 6.82678 -1.61605 -1.24868
C57 7.57867 -1.50459 -2.19426
C58 8.49664 -2.53621 -2.64826
C59 9.28697 -2.29748 -3.70318
O23 10.15003 -3.18644 -4.18039
C60 9.25787 -0.98454 -4.43987
O24 10.02367 -0.84954 -5.37768
C61 8.32612 0.03594 -3.99929
C62 7.53042 -0.19915 -2.94371
O25 6.65499 0.68368 -2.48503
H65 8.50936 -3.47472 -2.11184
H66 10.58903 -2.75385 -4.93831
H67 8.30444 0.96792 -4.54605
H68 6.20386 0.28594 -1.70403

- LUMO energy: -0.064 Ha
- SMILES string: CCOB(O)[C@H]1C(=O)N[C@H](CCc2ccccc2)[C@@H]1CCOCCOc1ccc(C(C)(C)CC(C)(C)C)cc1.O=C1C=C(O)C(=O)C=C1O.O=C1C=C(O)C(=O)C=C1O.O=C1C=C(O)C(=O)C=C1O.O=C1C=C(O)C(=O)C=C1O.O=C1C=C(O)C(=O)C=C1O
- Energy: -4363.9322 Ha
- 2S+1: 1
- Orbital gap: 7.20 eV
- E_HOMO: -8.93 eV



Record 2
Density functional theory data (the ωB97M-V functional and the def2-TZVPD basis) for a molecular structure, C62H70Ge2N3O4S4Ti.

Geometry (Å):
Ti1 1.52964 -1.68201 2.18189
C1 1.87949 1.08602 4.52856
C2 0.43418 0.76219 4.11754
N1 0.21750 -0.66399 3.85758
C3 0.10851 -1.50879 5.05039
C4 1.47800 -1.87089 5.62663
N2 2.42835 -2.27694 4.59656
C5 3.79379 -1.85229 4.84430
C6 3.92945 -0.32144 4.65239
N3 2.85139 0.24108 3.86184
H1 1.99221 0.95790 5.60790
H2 2.05644 2.15153 4.32405
H3 0.19157 1.28685 3.19011
H4 -0.25208 1.11627 4.90285
H5 -0.64700 -0.74997 3.31763
H6 -0.40777 -2.42293 4.75313
H7 -0.48993 -1.00868 5.82917
H8 1.33605 -2.65683 6.38374
H9 1.89838 -1.01426 6.15481
H10 2.38835 -3.27927 4.44028
H11 4.42128 -2.37882 4.12375
H12 4.13536 -2.12391 5.85742
H13 4.88492 -0.12789 4.16003
H14 3.97167 0.17805 5.62927
H15 3.18120 0.66484 3.00446
C7 0.81377 -4.95097 -5.01894
C8 -0.24188 -4.22838 -4.22980
C9 -0.81026 -3.05328 -4.70210
C10 -1.80876 -2.39643 -3.99787
C11 -2.47619 -1.18736 -4.58437
C12 -2.22921 -2.91409 -2.77118
C13 -1.68748 -4.10615 -2.28731
C14 -2.17584 -4.74996 -1.01814
C15 -0.69656 -4.74276 -3.02517
C16 -3.38199 -2.28262 -2.06755
C17 -4.63299 -2.80577 -2.38925
C18 -5.78189 -2.34333 -1.77799
C19 -5.67938 -1.34795 -0.82600
C20 -4.44225 -0.80965 -0.48874
C21 -3.27600 -1.25588 -1.11881
Ge1 -1.52882 -0.57926 -0.46729
S1 -0.86659 -1.84783 1.14303
S2 -1.54135 1.61625 0.14160
Ge2 0.58763 1.37538 -0.54492
S3 1.78034 0.55044 1.06195
S4 0.09071 -0.25038 -2.02208
C22 1.34550 3.07294 -1.22074
C23 0.70509 3.78753 -2.24059
C24 1.16297 5.05304 -2.60796
C25 2.26534 5.61943 -1.99659
C26 2.93084 4.89343 -1.02730
C27 2.49038 3.62745 -0.63916
C28 3.37213 2.96840 0.37495
C29 4.33863 2.05041 -0.01983
C30 4.36251 1.46226 -1.40202
C31 5.28322 1.62172 0.90920
C32 5.29598 2.09639 2.20918
C33 6.38680 1.71159 3.16984
C34 4.29007 2.97800 2.59527
C35 3.32628 3.41177 1.70047
C36 2.21914 4.31865 2.15869
C37 -0.42264 3.28483 -3.08111
C38 -1.72256 3.73565 -2.87365
C39 -2.11096 4.56083 -1.67842
C40 -2.70541 3.40925 -3.80583
C41 -2.42769 2.63981 -4.92050
C42 -3.50669 2.26072 -5.89500
C43 -1.11775 2.21036 -5.11205
C44 -0.11183 2.52450 -4.21569
C45 1.30006 2.08767 -4.48564
C46 -4.42712 0.25073 0.55835
C47 -4.23083 -0.06414 1.89677
C48 -4.09064 -1.48128 2.37923
C49 -4.20552 0.96872 2.83369
C50 -4.39665 2.28847 2.47128
C51 -4.32992 3.39597 3.48436
C52 -4.65809 2.57321 1.13342
C53 -4.67953 1.57709 0.17552
C54 -4.94755 1.91529 -1.26339
H16 1.21814 -4.31832 -5.80809
H17 0.40121 -5.84814 -5.48617
H18 1.63416 -5.26701 -4.37884
H19 -0.47182 -2.63748 -5.64393
H20 -1.95043 -0.86352 -5.47867
H21 -2.49471 -0.35156 -3.88720
H22 -3.50938 -1.41843 -4.85489
H23 -2.81360 -4.08902 -0.43580
H24 -1.33748 -5.04786 -0.38913
H25 -2.74161 -5.65535 -1.25075
H26 -0.25717 -5.65179 -2.63194
H27 -4.68521 -3.59724 -3.12626
H28 -6.74565 -2.76677 -2.02849
H29 -6.56173 -0.98253 -0.31499
H30 0.64131 5.57855 -3.39797
H31 2.61570 6.60074 -2.28822
H32 3.81932 5.29378 -0.55602
H33 3.75620 2.03101 -2.10403
H34 3.96599 0.44532 -1.36818
H35 5.38127 1.41368 -1.78671
H36 6.03076 0.90234 0.59813
H37 6.87608 0.78898 2.86240
H38 5.99808 1.57378 4.17845
H39 7.14861 2.49259 3.21771
H40 4.25702 3.33176 3.61991
H41 2.25239 4.44813 3.23987
H42 1.24725 3.89856 1.89200
H43 2.28064 5.30422 1.69393
H44 -1.25262 4.83020 -1.06768
H45 -2.79631 3.99361 -1.04810
H46 -2.61379 5.47783 -1.99175
H47 -3.71405 3.77332 -3.64759
H48 -4.44230 2.76534 -5.66061
H49 -3.69004 1.18652 -5.86735
H50 -3.22548 2.51822 -6.91685
H51 -0.87404 1.62426 -5.98947
H52 1.36855 1.59881 -5.45586
H53 1.64380 1.37936 -3.72912
H54 1.98544 2.93689 -4.47430
H55 -4.15445 -2.20238 1.56720
H56 -4.87717 -1.70454 3.10198
H57 -3.12607 -1.63434 2.86404
H58 -4.02505 0.72188 3.87373
H59 -4.07442 3.01052 4.46976
H60 -5.28477 3.91886 3.56145
H61 -3.57501 4.13084 3.20351
H62 -4.82684 3.60042 0.83061
H63 -5.11255 2.98603 -1.37848
H64 -5.82820 1.39032 -1.63760
H65 -4.10568 1.62552 -1.89488
O1 0.52836 -5.47448 3.00105
C55 0.81216 -4.47711 2.38114
O2 0.73268 -3.25069 2.89782
C56 3.28285 -3.08260 1.71060
O3 3.91148 -3.95580 2.27728
O4 3.40183 -1.77965 1.97173
C57 2.47788 -5.40654 -0.88573
C58 2.69674 -4.04817 -1.40048
C59 2.55391 -2.97374 -0.61133
C60 2.10947 -3.18982 0.78579
C61 1.24692 -4.41005 0.93541
C62 1.83312 -5.61214 0.26553
H66 2.89185 -6.23856 -1.44342
H67 3.04528 -3.92371 -2.41635
H68 2.81259 -1.97550 -0.94910
H69 0.30423 -4.15117 0.41028
H70 1.69483 -6.59277 0.70096

- Total charge: -1
- LUMO energy: 0.080 Ha
- Energy: -9466.3010 Ha
- 2S+1: 1
- Orbital gap: 7.19 eV
- E_HOMO: -5.01 eV



Number 1 is which compound?
C62H68BNO25